# 1
Density functional theory data (ωB97M-V with the def2-TZVPD basis set) for a molecular structure, C19H38InN6O3P2Te.

Output
Orbital gap, eV: 5.0
LUMO energy, eV: -10.57
Highest occupied orbital energy, eV: -15.569
Energy relative to the best compared isomer or geometry (same formula, charge and spin), kJ/mol: 136.5

The geometry in ORCA input format:
```
! RIJCOSX wB97M-V def2-TZVPD def2/J DEFGRID3
* xyz 3 1
In -0.09 0.88 0.04
C -3.66 1.26 -4.61
N -2.71 1.68 -3.57
C -2.46 3.12 -3.53
P -1.62 0.59 -3.05
O -0.73 1.23 -2.01
O -2.50 -0.62 -2.45
P -2.92 -0.81 -0.91
O -1.68 -0.68 -0.04
N -3.64 -2.26 -0.97
C -2.94 -3.39 -1.60
C -4.37 -2.66 0.25
N -4.00 0.35 -0.57
C -4.03 1.08 0.69
C -5.28 0.36 -1.30
N -0.76 -0.18 -4.19
C 0.34 0.56 -4.82
C -1.30 -1.26 -5.02
H -4.62 1.75 -4.44
H -3.82 0.18 -4.59
H -3.31 1.55 -5.61
H -3.39 3.64 -3.32
H -2.07 3.48 -4.49
H -1.74 3.36 -2.75
H -2.50 -3.09 -2.55
H -3.66 -4.18 -1.79
H -2.15 -3.78 -0.95
H -4.90 -1.81 0.67
H -3.70 -3.07 1.00
H -5.10 -3.42 -0.02
H -3.09 0.95 1.23
H -4.84 0.73 1.33
H -4.18 2.14 0.50
H -5.23 -0.27 -2.18
H -5.51 1.38 -1.61
H -6.09 0.00 -0.66
H 0.68 1.36 -4.16
H 0.03 0.99 -5.77
H 1.17 -0.12 -5.00
H -2.14 -1.74 -4.54
H -0.52 -2.01 -5.17
H -1.60 -0.89 -6.00
C 2.27 -0.43 5.25
Te 1.87 0.73 3.47
C 2.46 -1.09 2.54
C 3.21 -1.93 3.55
C 3.98 -3.01 3.16
C 4.67 -3.73 4.13
C 4.61 -3.38 5.47
C 3.85 -2.28 5.86
C 3.15 -1.57 4.90
H 1.20 -0.70 5.31
H 2.54 0.15 6.13
H 3.06 -0.82 1.67
H 1.54 -1.55 2.18
H 4.06 -3.29 2.12
H 5.29 -4.57 3.83
H 5.15 -3.95 6.21
H 3.80 -2.00 6.91
C 6.57 2.64 2.55
N 5.19 3.18 2.39
C 5.03 4.64 2.17
C 4.19 2.41 2.37
N 3.27 1.66 2.26
H 7.01 3.10 3.43
H 7.14 2.90 1.67
H 6.53 1.56 2.67
H 5.40 5.17 3.05
H 3.98 4.88 2.00
H 5.63 4.91 1.30
*
```

And the natural (NBO) charges, in e, turn out to be: number 1, In, carries 0.9277; number 2, C, carries -0.4168; number 3, N, carries -0.8268; number 4, C, carries -0.4031; number 5, P, carries 2.5578; number 6, O, carries -1.2549; number 7, O, carries -1.0834; number 8, P, carries 2.5368; number 9, O, carries -1.2499; number 10, N, carries -0.8006; number 11, C, carries -0.4116; number 12, C, carries -0.4161; number 13, N, carries -0.8208; number 14, C, carries -0.3992; number 15, C, carries -0.4118; number 16, N, carries -0.8222; number 17, C, carries -0.4139; number 18, C, carries -0.4068; number 19, H, carries 0.2244; number 20, H, carries 0.2132; number 21, H, carries 0.2107; number 22, H, carries 0.2159; number 23, H, carries 0.2049; number 24, H, carries 0.2200; number 25, H, carries 0.2167; number 26, H, carries 0.2315; number 27, H, carries 0.1960; number 28, H, carries 0.2116; number 29, H, carries 0.1984; number 30, H, carries 0.2342; number 31, H, carries 0.2031; number 32, H, carries 0.2100; number 33, H, carries 0.2145; number 34, H, carries 0.2254; number 35, H, carries 0.2175; number 36, H, carries 0.2125; number 37, H, carries 0.2175; number 38, H, carries 0.2082; number 39, H, carries 0.2206; number 40, H, carries 0.2156; number 41, H, carries 0.2200; number 42, H, carries 0.2087; number 43, C, carries -0.5785; number 44, Te, carries 1.5007; number 45, C, carries -0.6706; number 46, C, carries 0.0116; number 47, C, carries -0.2117; number 48, C, carries -0.1488; number 49, C, carries -0.1698; number 50, C, carries -0.1522; number 51, C, carries -0.1474; number 52, H, carries 0.2653; number 53, H, carries 0.2875; number 54, H, carries 0.2753; number 55, H, carries 0.2729; number 56, H, carries 0.2361; number 57, H, carries 0.2518; number 58, H, carries 0.2551; number 59, H, carries 0.2418; number 60, C, carries -0.4008; number 61, N, carries -0.3472; number 62, C, carries -0.4011; number 63, C, carries 0.7414; number 64, N, carries -0.6349; number 65, H, carries 0.2533; number 66, H, carries 0.2538; number 67, H, carries 0.2363; number 68, H, carries 0.2530; number 69, H, carries 0.2383; number 70, H, carries 0.2534



# 2
Density functional theory data (ωB97M-V with the def2-TZVPD basis set) for 2 unconnected molecules or ions with the total composition C26H41FN4O6.

Output
Orbital gap, eV: 4.6
LUMO energy, eV: -7.90
Highest occupied orbital energy, eV: -12.512

The geometry in ORCA input format:
```
! RIJCOSX wB97M-V def2-TZVPD def2/J DEFGRID3
* xyz 2 1
C -3.55 0.57 2.46
C -4.74 0.96 1.42
C -4.65 0.43 -0.10
C -3.23 -0.16 -0.63
N -1.93 0.60 -0.35
N -3.35 0.09 -2.15
C -2.73 -1.04 -2.99
O -2.66 -1.00 -4.34
C -2.19 -2.24 -1.96
C -0.56 -1.96 -1.83
O -0.06 -0.92 -2.75
O 1.24 -0.93 -2.81
C -2.69 -3.64 -2.70
O -1.58 -4.46 -3.23
C -1.14 -5.42 -2.18
O 0.17 -6.05 -2.51
C 0.68 -6.57 -1.20
C 1.65 -5.50 -0.40
O 0.83 -4.95 0.72
C -3.15 -1.83 -0.66
C -2.98 -2.64 0.75
C -4.40 -2.63 1.61
F -2.66 -4.11 0.55
H -4.06 0.13 3.44
H -2.99 1.55 2.81
H -2.78 -0.22 2.11
H -5.76 0.55 1.89
H -4.86 2.15 1.45
H -5.54 -0.35 -0.26
H -4.93 1.34 -0.81
H -1.35 0.07 0.37
H -2.26 1.52 0.07
H -2.82 0.98 -2.29
H -0.36 -1.56 -0.73
H 0.10 -2.92 -1.95
H 1.60 -0.40 -2.02
H -3.31 -4.35 -1.98
H -3.41 -3.41 -3.63
H -0.92 -4.75 -1.21
H -1.98 -6.20 -1.92
H 1.19 -7.62 -1.28
H -0.30 -6.74 -0.54
H 2.59 -6.02 0.11
H 1.98 -4.63 -1.12
H 1.37 -4.28 1.24
H -4.20 -2.21 -1.04
H -2.08 -2.24 1.42
H -4.78 -3.76 1.71
H -5.26 -2.05 1.07
H -4.14 -2.22 2.68
C 1.30 3.09 -3.39
N 2.03 3.30 -2.13
C 3.26 3.87 -2.17
C 3.96 4.12 -0.99
C 3.40 3.81 0.25
C 2.14 3.20 0.24
C 1.47 2.96 -0.95
C 4.08 4.11 1.52
C 3.47 4.93 2.48
C 4.09 5.18 3.70
N 5.30 4.63 3.98
C 5.93 3.85 3.07
C 5.34 3.58 1.83
C 5.92 4.86 5.30
H 1.92 2.47 -4.05
H 1.11 4.07 -3.84
H 0.35 2.59 -3.19
H 3.66 4.12 -3.15
H 4.94 4.60 -1.06
H 1.65 2.91 1.18
H 0.48 2.50 -0.98
H 2.50 5.39 2.28
H 3.63 5.81 4.46
H 6.90 3.44 3.35
H 5.87 2.94 1.13
H 6.91 5.30 5.13
H 6.00 3.89 5.80
H 5.31 5.53 5.89
*
```

And the Löwdin charges, in e, turn out to be: number 1, C, carries -0.1608; number 2, C, carries -0.2490; number 3, C, carries -0.1450; number 4, C, carries -0.3931; number 5, N, carries 0.0483; number 6, N, carries 0.0501; number 7, C, carries -0.1971; number 8, O, carries -0.0198; number 9, C, carries -0.1512; number 10, C, carries -0.0567; number 11, O, carries -0.2268; number 12, O, carries -0.0607; number 13, C, carries -0.1107; number 14, O, carries -0.1504; number 15, C, carries -0.1924; number 16, O, carries -0.1562; number 17, C, carries -0.1516; number 18, C, carries -0.1788; number 19, O, carries -0.1709; number 20, C, carries -0.1067; number 21, C, carries -0.2091; number 22, C, carries -0.0442; number 23, F, carries -0.1151; number 24, H, carries 0.0932; number 25, H, carries 0.0771; number 26, H, carries 0.0401; number 27, H, carries 0.1226; number 28, H, carries 0.1160; number 29, H, carries 0.1298; number 30, H, carries 0.1314; number 31, H, carries 0.0726; number 32, H, carries 0.0876; number 33, H, carries 0.1187; number 34, H, carries 0.1230; number 35, H, carries 0.1408; number 36, H, carries 0.1185; number 37, H, carries 0.1413; number 38, H, carries 0.1628; number 39, H, carries 0.1184; number 40, H, carries 0.1620; number 41, H, carries 0.1419; number 42, H, carries 0.1374; number 43, H, carries 0.1343; number 44, H, carries 0.1235; number 45, H, carries 0.0936; number 46, H, carries 0.1685; number 47, H, carries 0.1421; number 48, H, carries 0.1137; number 49, H, carries 0.0765; number 50, H, carries 0.0808; number 51, C, carries 0.0550; number 52, N, carries -0.0743; number 53, C, carries 0.0398; number 54, C, carries 0.0643; number 55, C, carries -0.1398; number 56, C, carries 0.0578; number 57, C, carries 0.0333; number 58, C, carries -0.1372; number 59, C, carries 0.0606; number 60, C, carries 0.0379; number 61, N, carries -0.0826; number 62, C, carries 0.0370; number 63, C, carries 0.0647; number 64, C, carries 0.0473; number 65, H, carries 0.1235; number 66, H, carries 0.1219; number 67, H, carries 0.1109; number 68, H, carries 0.1631; number 69, H, carries 0.1457; number 70, H, carries 0.1431; number 71, H, carries 0.1423; number 72, H, carries 0.1457; number 73, H, carries 0.1574; number 74, H, carries 0.1619; number 75, H, carries 0.1459; number 76, H, carries 0.1208; number 77, H, carries 0.1221; number 78, H, carries 0.1117